(1)
Density functional theory data (wB97M-V/def2-TZVPD) for a molecular structure, C21H14ClN2O4Rb.

The geometry in XYZ format:
```
43
C21H14ClN2O4Rb (wB97M-V/def2-TZVPD)
Rb -0.732 0.228 0.422
Cl -8.902 -0.797 0.677
O 0.558 0.315 2.653
O 0.600 0.394 -1.734
O -3.110 1.700 0.348
O -3.064 -1.207 0.325
N 2.290 0.199 0.355
N 2.787 0.202 -0.931
C 1.972 0.249 -5.645
C 3.335 0.231 -5.911
C 1.850 0.286 -1.858
C 4.031 0.243 4.904
C -6.396 0.254 0.528
C -5.175 -2.236 0.437
C -4.301 -1.077 0.395
C -4.994 0.202 0.442
C 1.638 0.281 3.308
C 1.628 0.272 4.747
C 4.234 0.225 -4.851
C 2.411 0.257 -3.264
C 4.089 0.245 3.520
C 2.770 0.255 5.511
C 3.777 0.236 -3.541
C -6.533 -2.149 0.521
C -4.303 1.468 0.412
C -7.148 -0.884 0.566
C 2.956 0.256 2.701
C 3.182 0.255 1.265
C 1.518 0.265 -4.334
H 5.063 0.234 3.036
H 4.237 0.304 0.954
H 4.464 0.230 -2.705
H -7.149 -3.040 0.554
H -5.010 2.335 0.457
H 3.693 0.224 -6.935
H -6.877 1.227 0.561
H -4.693 -3.207 0.402
H 4.935 0.234 5.503
H 5.301 0.212 -5.050
H 0.462 0.288 -4.097
H 0.649 0.284 5.216
H 1.260 0.255 -6.463
H 2.695 0.252 6.595
```

Output
- maximum force (eV Å⁻¹) = 1.0
- net charge = -2
- energy above the lowest of the compared OMol25 structures with the same formula, charge and spin (kcal per mole) = 1.5
- E_HOMO (Eh) = -0.034

***

(2)
Density functional theory data (wB97M-V/def2-TZVPD) for a molecular structure, C21H15Cl2O3SbScTl at a distorted geometry.

The geometry in XYZ format:
```
44
C21H15Cl2O3SbScTl (wB97M-V/def2-TZVPD)
Tl 0.460 0.242 -5.000
Sb 0.084 0.998 2.343
Sc -0.343 0.516 -0.369
Cl 1.388 0.083 -1.799
Cl -0.617 2.406 -6.001
O -0.993 -2.337 0.993
O -0.507 1.642 -9.429
O 0.677 -1.709 -9.127
C -1.367 5.605 3.145
C -0.169 1.274 -8.397
C -1.988 4.577 3.868
C -0.437 2.993 2.949
C -1.532 -1.342 5.818
C 2.606 -0.392 3.569
C 3.514 1.777 5.095
C -2.581 -0.151 3.510
C 2.374 1.912 4.282
C 3.741 -0.524 4.383
C 1.918 0.825 3.530
C -0.204 5.331 2.412
C 0.605 -1.090 -8.153
C 4.207 0.562 5.142
C -1.239 0.047 3.840
C -2.855 -1.601 5.433
C 0.270 4.017 2.313
C -3.393 -0.971 4.309
C -0.835 -1.251 0.575
C -0.722 -0.518 5.011
C -1.519 3.262 3.780
H 3.880 2.649 5.646
H -2.052 2.451 4.277
H -2.869 4.789 4.468
H 4.307 -1.453 4.401
H 0.317 6.130 1.879
H -1.760 6.621 3.180
H -2.977 0.237 2.571
H 1.119 3.803 1.657
H 5.092 0.470 5.776
H -3.471 -2.270 6.030
H 0.355 -0.431 5.218
H -4.419 -1.165 3.986
H -1.090 -1.826 6.692
H 1.873 2.880 4.206
H 2.315 -1.240 2.947
```

Output
- maximum force (eV Å⁻¹) = 10.2
- net charge = +4
- E_HOMO (spin up / spin down) (Eh) = -0.715 / -0.714

***

(3)
Density functional theory data (wB97M-V/def2-TZVPD) for a molecular structure, C21H15ClN4O4PRhS2 at a distorted geometry.

The geometry in XYZ format:
```
49
C21H15ClN4O4PRhS2 (wB97M-V/def2-TZVPD)
Rh 0.469 -1.245 1.181
Cl -0.140 0.392 3.473
S 2.385 -2.741 1.524
S -0.325 -3.486 1.088
P -0.615 0.721 0.302
O -0.246 1.583 2.656
O -1.116 -0.579 3.015
O -0.317 0.715 4.830
O 1.168 -0.193 3.233
N -0.963 0.136 -1.291
N 4.141 -6.049 1.318
N 0.867 -1.240 -1.069
N -0.052 -7.180 0.526
C -4.559 1.682 0.433
C 0.485 2.944 -0.994
C -4.548 3.006 0.844
C 0.561 -2.200 -3.645
C -3.346 3.643 1.123
C -2.155 1.645 0.530
C 1.529 3.778 -1.357
C 3.039 -5.738 1.197
C 3.018 2.557 0.085
C 1.303 -4.042 1.200
C 0.705 1.915 -0.082
C 2.794 3.583 -0.821
C 1.680 -5.349 1.045
C 1.973 1.724 0.456
C -2.149 2.962 0.983
C 1.638 -2.613 -2.862
C 0.727 -6.365 0.762
C -0.145 -0.802 -1.838
C 1.747 -2.111 -1.589
C -0.327 -1.280 -3.142
C -3.363 0.998 0.280
H 2.562 -2.402 -0.940
H 4.005 2.407 0.500
H -5.481 3.543 0.958
H 0.427 -2.594 -4.644
H -3.368 -0.044 -0.018
H -1.210 3.435 1.233
H 2.140 0.936 1.183
H 3.607 4.236 -1.109
H 1.355 4.577 -2.066
H -1.161 -0.914 -3.725
H -3.342 4.670 1.462
H 2.367 -3.320 -3.229
H -1.764 0.435 -1.822
H -0.501 3.086 -1.421
H -5.498 1.180 0.245
```

Output
- maximum force (eV Å⁻¹) = 2.0
- energy above the lowest of the compared OMol25 structures with the same formula, charge and spin (kcal per mole) = 87.2
- E_HOMO (spin up / spin down) (Eh) = -0.311 / -0.311